{
  "formula": "C42H68O6",
  "method": "ωB97M-V/def2-TZVPD",
  "gap_ev": 8.49,
  "e_tot_ev": -56938.72500,
  "homo_energy_ev": -9.30,
  "elements": ["O", "O", "O", "O", "O", "O", "C", "C", "C", "C", "C", "C", "C", "C", "C", "C", "C", "C", "C", "C", "C", "C", "C", "C", "C", "C", "C", "C", "C", "C", "C", "C", "C", "C", "C", "C", "C", "C", "C", "C", "C", "C", "C", "C", "C", "C", "C", "C", "H", "H", "H", "H", "H", "H", "H", "H", "H", "H", "H", "H", "H", "H", "H", "H", "H", "H", "H", "H", "H", "H", "H", "H", "H", "H", "H", "H", "H", "H", "H", "H", "H", "H", "H", "H", "H", "H", "H", "H", "H", "H", "H", "H", "H", "H", "H", "H", "H", "H", "H", "H", "H", "H", "H", "H", "H", "H", "H", "H", "H", "H", "H", "H", "H", "H", "H", "H"],
  "xyz": [[1.116, -6.460, -3.009], [-3.877, -0.994, -2.719], [8.135, 2.528, -1.199], [-0.079, -2.325, -5.254], [6.029, 1.673, -1.407], [-0.485, 0.365, -2.703], [-4.635, -1.257, -1.529], [1.754, -4.133, -1.049], [-1.903, -5.499, -4.472], [5.053, 1.311, -0.387], [1.415, -0.222, -0.143], [3.096, -6.039, -5.408], [-0.685, 3.668, 1.668], [3.292, -4.467, -7.404], [0.294, 2.052, 3.380], [1.089, -1.584, -2.401], [-1.489, -0.634, -2.466], [7.045, 2.353, -0.736], [1.572, 3.391, 5.909], [-2.924, 0.056, -2.549], [1.468, -4.082, -2.469], [-1.373, 9.219, 7.792], [-3.858, -7.713, -5.493], [1.117, -2.823, -3.171], [3.753, 0.659, -1.006], [-3.974, -2.301, -0.539], [3.673, -5.707, -6.707], [-2.586, -5.030, -3.193], [-3.074, -8.344, -6.638], [1.713, -2.862, -0.309], [-4.078, -6.210, -5.668], [0.831, -2.904, -4.712], [-2.775, 8.821, 7.347], [-0.267, 8.484, 7.034], [-0.134, 6.482, 8.661], [2.944, 0.055, 0.219], [0.579, 3.087, 2.290], [2.157, -5.106, -4.784], [1.167, 6.904, 9.332], [-0.461, 2.581, 4.601], [0.210, 3.748, 5.324], [0.753, -0.230, -3.122], [-2.802, -5.365, -5.701], [1.524, -5.355, -3.375], [1.808, -3.853, -5.488], [2.353, -3.506, -6.803], [-0.253, 6.964, 7.215], [1.408, -1.575, -0.949], [1.253, 7.991, 9.397], [1.940, -2.937, 0.788], [1.243, 1.610, 3.701], [-4.836, -8.201, -5.431], [1.215, 6.509, 10.348], [-1.563, -6.532, -4.351], [-3.086, -4.314, -5.820], [-3.470, -5.629, -2.963], [0.706, -0.331, -4.241], [-1.248, 10.294, 7.630], [-2.915, 9.016, 6.281], [-1.469, 2.886, 4.302], [-2.862, 0.746, -3.441], [-2.892, -3.983, -3.276], [2.004, -5.112, -0.569], [-0.286, 1.229, 2.944], [2.283, 3.105, 5.130], [1.607, 0.483, -2.923], [-1.412, -1.083, -1.437], [0.782, -0.404, 0.764], [1.200, 3.897, 2.684], [-1.300, 2.880, 1.227], [-0.443, 4.071, 6.141], [-1.002, -4.897, -4.624], [-0.984, 6.833, 9.253], [1.486, 2.564, 6.617], [3.139, 1.473, -1.486], [4.412, -6.397, -7.180], [-0.364, 8.703, 5.965], [-4.608, -3.225, -0.541], [5.533, 0.582, 0.321], [-1.288, 4.204, 2.404], [2.096, -2.565, -7.335], [-2.899, -2.524, -0.755], [3.781, -4.294, -8.395], [-0.596, 1.755, 5.308], [0.701, 8.896, 7.337], [3.382, -0.900, 0.607], [3.048, 0.812, 1.055], [4.788, 2.223, 0.211], [-1.479, -1.432, -3.257], [-5.613, -1.704, -1.873], [-1.901, -5.115, -2.345], [-4.887, -0.282, -1.031], [3.349, -6.957, -4.822], [-2.068, -7.926, -6.717], [-3.353, -7.919, -4.545], [6.861, 2.780, 0.296], [1.166, 2.606, 1.500], [-0.426, 4.376, 0.877], [0.582, 6.555, 6.635], [-3.524, 9.396, 7.896], [2.031, 6.523, 8.780], [-4.630, -6.038, -6.598], [-3.096, 0.701, -1.649], [1.085, 0.652, -0.754], [-1.270, 9.058, 8.869], [-1.160, 6.536, 6.776], [1.992, 4.248, 6.440], [-2.973, -9.420, -6.479], [-3.587, -8.190, -7.591], [4.032, -0.130, -1.761], [-2.219, -5.620, -6.592], [-0.188, 5.388, 8.666], [-4.045, -1.861, 0.500], [-2.973, 7.763, 7.532], [0.312, 4.607, 4.655], [-4.730, -5.854, -4.863]],
  "atomic_forces_ev_per_a": [[1.126, 2.219, -0.694], [-0.150, 0.874, 0.821], [-0.721, -0.278, -0.233], [0.584, -0.084, 0.253], [0.629, 0.877, 2.265], [0.281, -0.914, 0.434], [-0.600, -0.567, -0.096], [-0.690, 2.218, -1.311], [-0.172, 0.051, 0.067], [-0.953, -0.741, -0.066], [1.414, -1.120, -0.292], [-0.858, 1.759, -0.375], [0.089, 0.115, -0.068], [-0.482, -0.626, 1.822], [0.133, -0.044, 0.020], [0.302, -0.891, 0.332], [-1.528, 0.421, 0.056], [0.789, 0.205, -0.594], [0.005, 0.137, -0.025], [1.919, -0.043, -0.511], [-0.143, 0.841, -0.303], [-0.009, 0.015, -0.128], [-0.079, 0.023, -0.129], [0.679, -0.291, 2.103], [0.515, 0.122, 0.832], [-0.659, 0.746, 0.540], [-1.444, 1.347, 0.850], [0.176, -0.013, 0.123], [0.042, -0.083, 0.105], [-0.204, -0.234, -1.408], [-0.026, 0.020, 0.126], [0.853, -0.728, 0.344], [-0.052, 0.058, 0.132], [0.106, 0.038, 0.058], [0.126, -0.050, -0.084], [-0.325, 0.483, 0.166], [-0.088, -0.096, -0.030], [0.664, 0.746, -1.720], [-0.088, -0.010, 0.108], [-0.093, 0.062, -0.055], [-0.004, -0.132, 0.098], [0.717, -0.187, -0.322], [0.133, 0.015, -0.150], [-0.087, -0.638, 0.318], [0.674, -0.696, 0.040], [0.846, -2.603, 1.019], [-0.124, -0.010, -0.017], [-0.397, -1.649, -1.504], [0.034, -0.039, -0.011], [-0.272, 0.387, -1.165], [-0.030, -0.001, 0.018], [0.031, 0.025, 0.054], [0.073, 0.030, -0.021], [0.015, 0.028, -0.034], [0.034, -0.032, 0.025], [0.010, 0.034, 0.005], [0.144, -0.311, 1.104], [0.032, -0.036, 0.047], [-0.003, -0.051, 0.029], [0.025, -0.028, -0.010], [-0.507, -0.845, 0.705], [-0.040, -0.030, -0.002], [-0.320, 1.141, -0.446], [0.015, 0.037, -0.010], [-0.004, -0.013, 0.049], [-1.110, -0.521, 0.000], [0.316, 0.242, -0.963], [0.588, 0.550, -0.708], [0.002, -0.044, 0.029], [-0.009, 0.035, 0.037], [-0.008, 0.032, -0.072], [-0.051, -0.060, -0.092], [-0.011, -0.001, -0.045], [0.034, 0.004, -0.042], [0.620, -0.886, 0.324], [-0.773, 0.707, 0.471], [-0.013, 0.002, 0.042], [0.918, 0.617, -0.030], [-0.431, 0.514, -0.638], [-0.008, -0.030, -0.027], [0.094, -0.852, 0.633], [-1.052, 0.124, 0.018], [-0.681, 0.065, 1.056], [0.011, 0.034, -0.005], [-0.014, -0.032, -0.016], [-0.088, 0.842, -0.468], [-0.421, -0.766, -0.753], [0.030, -0.743, -0.564], [0.091, 0.664, 0.757], [1.009, 0.557, 0.215], [-0.057, 0.022, 0.016], [0.337, -0.862, -0.274], [-0.148, 0.853, -0.865], [-0.036, -0.013, -0.028], [-0.011, 0.045, -0.001], [-0.684, -0.686, -0.870], [0.025, 0.014, 0.039], [-0.085, -0.032, 0.014], [-0.019, -0.007, 0.024], [-0.017, -0.053, -0.069], [-0.008, 0.053, 0.012], [0.015, -0.025, 0.021], [-0.091, -0.674, -0.622], [-0.288, -0.961, 0.592], [0.038, -0.007, -0.028], [0.028, 0.024, -0.019], [0.044, -0.060, 0.020], [0.026, 0.018, -0.072], [0.051, 0.017, 0.012], [-0.326, 0.861, 0.716], [-0.036, 0.003, 0.005], [-0.057, 0.033, -0.002], [0.227, -0.600, -0.961], [-0.010, 0.023, -0.035], [-0.042, -0.019, -0.010], [0.020, 0.015, -0.029]]
}

---

{
  "formula": "C42H71NO28",
  "method": "ωB97M-V/def2-TZVPD",
  "gap_ev": 7.51,
  "e_tot_ev": -103489.02540,
  "homo_energy_ev": -8.24,
  "elements": ["O", "O", "O", "O", "O", "O", "O", "O", "O", "O", "O", "O", "O", "O", "O", "O", "O", "O", "O", "O", "O", "O", "O", "O", "O", "O", "O", "O", "N", "C", "C", "C", "C", "C", "C", "C", "C", "C", "C", "C", "C", "C", "C", "C", "C", "C", "C", "C", "C", "C", "C", "C", "C", "C", "C", "C", "C", "C", "C", "C", "C", "C", "C", "C", "C", "C", "C", "C", "C", "C", "C", "H", "H", "H", "H", "H", "H", "H", "H", "H", "H", "H", "H", "H", "H", "H", "H", "H", "H", "H", "H", "H", "H", "H", "H", "H", "H", "H", "H", "H", "H", "H", "H", "H", "H", "H", "H", "H", "H", "H", "H", "H", "H", "H", "H", "H", "H", "H", "H", "H", "H", "H", "H", "H", "H", "H", "H", "H", "H", "H", "H", "H", "H", "H", "H", "H", "H", "H", "H", "H", "H", "H"],
  "xyz": [[2.474, 4.062, -0.044], [-3.767, 3.608, -1.565], [-1.483, -3.598, 0.827], [2.411, -1.621, -3.917], [1.144, -0.386, 3.999], [-2.382, -3.252, 4.537], [1.763, -0.298, -1.417], [-1.925, 2.111, -3.534], [0.284, -3.342, -0.320], [-4.312, -0.611, -3.637], [1.289, 2.016, 1.903], [-0.436, -1.745, 3.455], [3.796, -3.327, -3.343], [-0.228, 3.067, 3.169], [-3.268, 3.759, -4.275], [4.072, 0.709, 0.153], [-1.755, -3.347, -1.384], [1.710, -3.281, -2.734], [1.303, -1.785, 2.183], [-4.400, -0.863, -1.519], [-5.956, 3.119, -1.359], [1.431, 2.064, -0.572], [-6.378, -0.891, -2.650], [3.424, -1.774, -0.981], [-0.639, 0.993, 2.530], [4.383, -0.734, 1.917], [-1.324, 3.099, -5.441], [-2.218, -4.945, 3.118], [-0.410, -0.057, -2.684], [-1.793, 1.344, 3.254], [3.935, 0.002, -2.423], [-5.017, 3.905, -1.360], [-1.858, -0.554, 0.652], [2.652, -2.558, -0.123], [-3.326, 2.304, -1.853], [-3.393, -2.596, 3.819], [-3.005, -2.063, 2.465], [2.892, -0.685, -1.561], [2.175, -0.073, 1.353], [0.223, 2.013, 2.479], [3.383, -3.904, -0.206], [3.659, -0.031, 1.207], [-0.488, 1.983, -5.324], [-0.878, -1.250, 4.695], [-5.260, 5.382, -1.155], [-0.305, -0.418, 0.811], [0.785, -3.479, 1.027], [-1.896, -4.404, 4.116], [-1.041, -3.404, -0.351], [0.152, 3.956, 0.269], [-5.178, -0.778, -2.615], [0.564, -2.469, -2.843], [1.414, 3.202, -0.132], [5.490, 0.763, -0.193], [-1.518, 2.774, 3.696], [2.748, -2.777, -3.316], [1.002, -1.414, -3.904], [3.761, 3.759, -0.577], [0.738, -1.345, 3.186], [-0.700, 1.485, -3.882], [-0.026, 0.215, -1.587], [-1.950, 2.050, -1.162], [3.788, 3.717, -2.073], [0.179, -0.230, 5.043], [6.248, 1.964, 0.546], [-0.499, -3.412, 1.797], [0.384, 0.505, -0.220], [-3.060, -0.988, -1.881], [-2.986, -0.685, -3.337], [-0.880, -5.032, 5.078], [-2.319, 3.037, -4.402], [1.966, -0.444, 2.356], [-4.945, 5.562, -0.128], [0.557, -1.655, -4.870], [-2.506, -1.401, -4.005], [2.626, -2.235, 0.918], [-0.226, -5.684, 4.498], [-2.040, 2.345, -0.117], [-0.522, -2.401, 2.204], [-1.876, -0.829, 4.576], [4.124, -4.053, 0.579], [5.834, 2.908, 0.190], [-2.526, -0.246, -1.287], [-0.054, -0.037, 1.801], [4.816, 3.754, -2.434], [-1.446, -5.557, 5.848], [-2.122, 0.687, 4.059], [-3.247, 2.194, -2.935], [-0.512, 3.158, 0.603], [4.006, -0.478, -3.399], [0.720, -0.421, -3.555], [0.059, 1.833, -3.182], [3.873, -4.084, -1.163], [0.365, 4.614, 1.112], [-3.874, -1.492, 2.137], [-4.182, -3.340, 3.708], [0.234, -1.365, 0.790], [-0.305, -3.110, -2.998], [1.322, -4.425, 1.103], [-0.199, -4.325, 5.551], [5.554, 0.846, -1.278], [-4.002, 1.528, -1.495], [-2.615, 1.314, 2.538], [-0.710, 0.405, -3.735], [2.717, -4.751, -0.045], [-2.778, -2.010, -1.631], [-0.604, -4.162, 2.581], [3.489, 2.692, -2.293], [0.586, -0.551, 6.002], [-1.572, 2.969, 4.767], [-4.658, 6.005, -1.817], [-0.307, 0.744, 4.981], [0.486, -1.952, -1.887], [4.147, 2.782, -0.287], [6.312, 1.940, 1.634], [1.377, -2.597, 1.269], [1.690, 0.895, 1.226], [-1.207, 2.699, -1.627], [-6.284, 5.678, -1.387], [1.635, -0.681, 0.627], [3.662, 1.021, -2.698], [-2.770, -2.841, 1.739], [0.560, 2.212, -5.519], [4.833, -0.099, -1.813], [4.502, 4.477, -0.224], [-2.257, 3.412, 3.212], [-2.321, 0.428, 0.553], [-2.538, 0.300, -3.467], [-0.256, 4.505, -0.579], [-0.914, -2.028, 5.458], [7.280, 1.971, 0.197], [-3.803, -1.755, 4.379], [1.618, -2.674, -0.449], [-1.635, 1.015, -1.294], [6.050, -0.147, 0.021], [3.226, 4.514, -2.559], [1.464, 0.470, -0.080], [0.120, 1.556, -0.101], [-2.263, -1.008, 1.556], [-2.264, -1.263, 2.449], [-2.088, -1.149, -0.233], [-0.778, 1.256, -6.082]],
  "atomic_forces_ev_per_a": [[-0.522, -0.355, 0.562], [1.212, 0.856, 0.721], [-2.300, -1.155, 0.933], [0.486, -0.012, -1.342], [0.806, 0.135, 1.088], [0.510, 0.492, 1.531], [4.552, -3.540, -3.267], [3.225, -0.584, -3.295], [-1.721, -1.386, -0.966], [-3.816, 0.303, -2.839], [-3.468, 3.537, 3.533], [-2.505, 0.693, 4.390], [1.331, 0.248, -0.418], [-0.077, -0.220, 0.306], [1.238, -0.898, -0.842], [1.480, 0.219, 0.138], [2.544, -0.941, 3.217], [-1.152, -1.848, 0.876], [-1.203, 1.566, 11.716], [-2.054, 0.068, 0.790], [1.313, 0.321, 0.141], [5.555, 8.961, -2.843], [1.785, 0.463, -0.246], [0.407, 2.405, -0.684], [-1.389, 3.154, 3.592], [-0.279, 1.690, -1.242], [-2.308, 1.138, 1.107], [-1.555, -1.180, -1.219], [-0.349, -4.499, 13.038], [-1.831, 1.055, -0.229], [-0.452, -0.831, -0.164], [-3.032, -0.316, -0.664], [2.174, 0.550, -0.046], [1.288, -1.907, -0.273], [-0.924, -1.617, 1.604], [-1.476, -0.530, -1.120], [-2.065, -0.881, 2.034], [2.354, 0.047, -1.232], [3.436, 1.673, 0.467], [1.940, 1.395, 0.065], [-0.111, -1.141, 0.526], [0.188, -2.180, 1.020], [0.449, -0.630, 0.319], [-0.210, 0.310, 1.405], [0.602, 0.150, -0.314], [-0.497, -1.270, -2.457], [-1.857, -3.829, -1.137], [0.662, -0.851, 1.881], [-0.922, -0.583, -4.378], [0.698, -0.757, 0.422], [-0.075, -0.519, 0.360], [0.143, 1.239, 0.060], [1.188, 1.224, -1.623], [1.520, 1.431, 2.164], [-0.997, 0.639, -0.065], [-0.079, -0.236, -1.213], [0.353, -2.068, -0.280], [0.813, -0.546, -0.245], [2.935, -1.062, -2.158], [0.806, 5.479, -5.245], [-1.807, -1.180, -2.934], [-1.829, 1.479, -0.543], [0.155, -0.577, -0.434], [-0.653, -0.301, 0.153], [-0.331, -0.740, -1.334], [1.754, -0.365, -0.264], [-7.105, -1.134, 2.464], [1.067, -0.287, 0.553], [0.968, 0.724, 0.253], [0.050, 0.662, -0.482], [1.767, 1.581, -2.021], [2.628, 3.011, -2.051], [-0.336, 0.480, 0.078], [0.215, 0.133, -0.321], [0.122, -0.234, 0.296], [1.853, 0.446, -1.185], [-0.410, -0.331, 0.104], [-0.120, -0.294, 0.010], [-1.532, -2.734, -2.599], [0.325, -0.448, 0.170], [0.236, 0.467, 0.059], [0.240, -0.137, 0.480], [-0.624, -0.664, -1.256], [0.502, -2.279, -2.973], [0.168, 0.260, 0.115], [0.209, -0.168, -0.044], [0.754, 0.087, -0.209], [-2.401, 0.002, 2.662], [-0.394, 0.645, -0.282], [0.365, -0.310, 0.487], [1.871, -0.996, -1.186], [-0.006, 0.658, -0.585], [-0.180, 0.348, 0.033], [0.035, 0.082, -0.243], [-0.386, -0.253, -0.260], [-0.337, 0.176, -0.146], [-1.442, 0.200, -1.141], [0.201, 0.403, -0.369], [-0.257, -0.037, 0.038], [-0.317, 0.302, 0.164], [0.384, 1.282, 1.018], [-0.514, 0.371, 0.391], [-0.039, 0.094, -0.045], [-1.377, 1.368, -3.063], [-0.128, 0.043, -0.311], [0.043, 0.698, -0.191], [0.570, 0.532, -0.884], [-0.701, 0.594, -0.729], [0.394, 0.943, -0.070], [0.360, -0.164, -0.020], [0.412, -0.227, 0.096], [0.956, 0.266, 0.560], [-0.421, -0.416, -0.633], [-0.886, 0.344, 0.509], [-0.514, -0.296, -0.084], [-1.194, -4.285, -2.260], [2.374, -2.080, 0.010], [0.079, -0.027, 0.319], [-0.046, -0.462, 0.565], [2.175, -0.420, 0.989], [0.027, -0.103, 0.663], [-0.357, 0.673, 0.426], [-0.062, 0.434, 0.039], [-0.745, -0.478, -1.778], [-0.641, 0.422, 0.467], [0.194, 0.304, 0.073], [-0.021, -0.076, -0.140], [-0.405, -0.679, -0.322], [-0.033, -0.105, 0.108], [0.000, 0.030, -0.441], [0.106, -0.238, -0.116], [0.282, -0.308, 0.711], [2.344, 1.269, -1.081], [-0.777, 1.304, 0.302], [-0.591, -0.326, 0.417], [-0.170, -0.258, -0.037], [-3.363, 0.385, -0.566], [-2.370, -1.934, 1.186], [1.016, 2.073, -4.961], [-0.340, -2.038, 4.078], [0.377, 0.000, 1.519], [-0.180, -0.250, 0.069]]
}

---

Here are the calculated LUMO energy numbers, same order: -0.81, -0.72 (eV).